The following is a DFT calculation (the ωB97M-V functional and the def2-TZVPD basis) of a structure of composition C23H50O3P2Pd.

Values from the calculation:
E	-52812.587	eV
molar mass	543.0	g mol⁻¹
multiplicity	5
charge	+4
HOMO energy (spin up / spin down)	-21.26 / -22.09	eV

Each line ends with the Löwdin spin population.
Positions of all 79 atoms, in Å:
1 Pd 0.31141 -0.56870 -0.00897  1.08
2 C 1.08717 -2.15592 -0.76687  0.17
3 O 1.44548 -3.13204 -1.27355  0.06
4 C 0.09222 -0.59652 1.86972  0.19
5 O -0.01045 -0.65437 3.02463  0.07
6 P 2.39512 0.69607 0.19244  0.33
7 C 2.46183 2.31169 1.08537  0.07
8 H 3.53371 2.57009 1.13525  0.02
9 C 3.78330 -0.24973 0.99166  0.05
10 H 3.23576 -0.78102 1.79020  0.00
11 C 2.92509 1.29842 -1.47560  0.08
12 H 2.12721 2.02437 -1.69615  0.00
13 C -2.50289 -1.44073 -2.03618  0.07
14 P -2.06883 -1.18879 -0.23938  0.33
15 H -4.35461 -0.84921 0.38413  0.02
16 H -2.44797 -0.40336 -2.40716  0.00
17 C -2.60156 -2.80088 0.55919  0.07
18 H -3.44707 -3.12266 -0.07273  0.02
19 C 4.40476 -1.26923 0.03064  0.00
20 H 5.13057 -0.80581 -0.66162  0.00
21 H 3.65996 -1.82919 -0.54645  0.00
22 H 4.95949 -2.00009 0.64130  0.00
23 C 4.88999 0.58804 1.64341  0.03
24 H 5.69929 -0.08383 1.97492  0.01
25 H 4.55040 1.15612 2.52337  0.00
26 H 5.32595 1.27765 0.90514  0.00
27 C 4.26286 2.02758 -1.47642  0.04
28 H 4.28879 2.89084 -0.79955  0.00
29 H 4.42189 2.40801 -2.49527  0.01
30 H 5.10190 1.35507 -1.25001  0.00
31 C 2.87497 0.24544 -2.57594  0.01
32 H 2.85230 0.78650 -3.53662  0.00
33 H 1.97634 -0.38114 -2.51647  0.01
34 H 3.77353 -0.38822 -2.57881  0.00
35 C 1.75133 3.43651 0.33107  0.00
36 H 2.38642 3.86712 -0.45121  0.00
37 H 1.52543 4.25260 1.03082  0.00
38 H 0.80752 3.11206 -0.12937  0.00
39 C 1.95832 2.19783 2.51731  0.01
40 H 0.86545 2.13754 2.56221  0.00
41 H 2.24239 3.11636 3.04720  0.00
42 H 2.39479 1.35725 3.06592  0.00
43 C -3.91989 -1.98960 -2.22001  0.04
44 H -4.66959 -1.55340 -1.54939  0.00
45 H -3.91981 -3.08102 -2.08535  0.00
46 H -4.24051 -1.78260 -3.25228  0.01
47 C -1.49538 -2.25167 -2.84364  0.01
48 H -1.44699 -3.30255 -2.51803  0.00
49 C -3.34433 0.59392 1.60321  0.00
50 H -0.49152 -1.81296 -2.81808  0.01
51 H -1.83790 -2.25153 -3.89316  0.00
52 C -3.92960 0.89606 -0.81333  0.00
53 H -2.91354 1.59444 1.47026  0.00
54 H -4.33009 0.75052 2.06547  0.00
55 H -2.74351 0.03720 2.32833  0.00
56 C -3.53063 -0.11968 0.26447  0.07
57 H -4.65733 1.60581 -0.39162  0.00
58 H -4.41278 0.42352 -1.67488  0.00
59 H -3.06288 1.47567 -1.16858  0.00
60 C -3.14184 -2.64064 1.98307  0.01
61 H -2.39544 -2.24789 2.69136  0.00
62 H -3.43716 -3.64206 2.32679  0.00
63 H -4.03532 -2.00830 2.01429  0.00
64 C -1.53026 -3.89454 0.51718  0.01
65 H -1.18719 -4.12720 -0.49844  0.00
66 H -1.99649 -4.81315 0.90774  0.00
67 H -0.65809 -3.66749 1.15542  0.00
68 H -1.03140 2.36067 1.46141  0.01
69 H -0.81048 3.09623 1.58195  0.01
70 C -1.31823 3.31107 -2.02269  0.09
71 C -0.90471 2.09242 -2.79821  0.12
72 C -1.36786 2.10563 -4.22289  0.10
73 O -0.21956 1.17397 -2.30909  0.71
74 H -2.30754 3.65238 -2.32874  0.00
75 H -0.61553 4.12581 -2.24678  0.00
76 H -1.34901 3.09993 -0.95298  0.00
77 H -1.23375 1.11875 -4.68129  0.00
78 H -2.42388 2.40380 -4.26945  0.00
79 H -0.76084 2.86638 -4.73246  0.00

Forces on atoms 1 to 6 (eV/Å):
-0.6041 1.8839 -1.8959
2.1283 -6.3210 -2.1483
-1.3816 4.1662 2.0203
-0.2546 -1.3967 8.2177
0.3219 0.4843 -5.0622
3.8937 2.8303 -0.0232